[1]
Entry from the OMol25 dataset: a structure of composition C5H10O4 in a non-equilibrium geometry (wB97M-V/def2-TZVPD).

As for the HOMO energy: -0.2870 Ha. For the calculated total energy, the calculation gives -497.34716 a.u. The charge is 0.

Geometry (Å):
C -0.944 2.448 0.623
C -1.492 -0.347 -0.751
C -0.248 -0.113 0.069
O -1.096 2.149 1.794
O -0.190 -0.330 1.400
H -0.531 0.475 1.868
H -1.778 2.447 -0.097
H -0.056 3.003 0.278
H -1.644 -1.411 -0.941
H -2.344 0.037 -0.193
H -1.454 0.154 -1.718
C 1.916 -1.779 0.308
C 1.013 -1.144 -0.695
O 0.865 0.720 -0.434
O 0.858 -1.462 -1.838
H 0.733 0.972 -1.362
H 2.056 -1.145 1.179
H 2.891 -1.977 -0.140
H 1.446 -2.698 0.650

Cartesian forces (eV/Å) of the 3 atoms listed first:
-0.51 1.83 1.14
-0.30 1.11 0.58
3.96 -5.21 -3.06

[2]
Entry from the OMol25 dataset: a cluster of 3 separate species, C5H10O4 in total in a non-equilibrium geometry (wB97M-V/def2-TZVPD).

As for the HOMO energy: -0.2936 Ha. For the calculated total energy, the calculation gives -497.34646 a.u. The charge is 0.

Geometry (Å):
C -0.310 -0.232 0.215
C -0.062 -0.143 -1.169
C 0.560 -1.059 1.115
C -1.579 0.329 0.787
C 0.717 1.652 -0.063
O -1.280 -1.669 -1.025
O 1.067 -0.652 -1.692
O 2.029 1.525 0.241
O 0.165 2.713 -0.173
H -0.699 -2.443 -1.044
H 1.073 -0.508 -2.646
H 2.396 2.422 0.365
H -0.694 0.481 -1.787
H 1.372 -1.543 0.576
H 0.997 -0.426 1.889
H -0.054 -1.816 1.603
H -2.058 1.026 0.101
H -1.379 0.844 1.728
H -2.260 -0.500 0.980

Cartesian forces (eV/Å) of the 3 atoms listed first:
1.20 2.27 0.39
-1.08 -2.61 -0.37
0.11 0.06 -0.05

[3]
Entry from the OMol25 dataset: the molecule C5H10OS in a non-equilibrium geometry (wB97M-V/def2-TZVPD).

As for the HOMO energy: -0.3284 Ha. For the calculated total energy, the calculation gives -669.87702 a.u. Its SMILES is C=CO[C@H](C)SC. The charge is 0.

Geometry (Å):
C 1.925 -1.169 0.567
C 1.844 -0.387 -0.514
O 1.221 0.902 -0.618
C -0.158 1.048 -0.223
C -0.252 1.392 1.300
S -1.343 -0.169 -0.814
C -1.485 -1.297 0.618
H 1.336 -0.982 1.440
H 2.538 -2.075 0.494
H 2.343 -0.583 -1.471
H -0.462 1.933 -0.770
H 0.427 2.172 1.562
H 0.071 0.523 1.857
H -1.288 1.610 1.601
H -2.314 -1.966 0.407
H -0.600 -1.935 0.804
H -1.569 -0.721 1.562

Cartesian forces (eV/Å) of the 3 atoms listed first:
0.11 0.06 -1.41
-0.29 1.44 0.00
-0.01 -2.12 0.18

[4]
Entry from the OMol25 dataset: the molecule C5H10OS in a non-equilibrium geometry (wB97M-V/def2-TZVPD).

As for the HOMO energy: -0.2837 Ha. For the calculated total energy, the calculation gives -669.84520 a.u. Its SMILES is CO/C(C)=C\SC. The charge is 0.

Geometry (Å):
C 0.228 1.070 -1.803
O -0.435 0.544 -0.678
C -0.023 0.650 0.623
C 0.899 1.747 1.054
C -0.629 -0.262 1.435
S -1.719 -1.569 1.019
C -0.726 -2.686 -0.167
H -0.132 0.593 -2.723
H 0.090 2.276 -2.069
H 1.285 0.848 -1.645
H 0.463 2.596 0.558
H 0.941 1.905 2.137
H 1.974 1.572 0.700
H -0.592 -0.272 2.579
H -0.151 -2.266 -1.140
H -1.496 -3.491 -0.318
H 0.025 -3.255 0.437

Cartesian forces (eV/Å) of the 3 atoms listed first:
0.66 2.54 -0.39
-0.62 0.34 -0.51
-1.08 -1.72 0.89

[5]
Entry from the OMol25 dataset: the molecule C5H10OS2 in a non-equilibrium geometry (wB97M-V/def2-TZVPD).

As for the HOMO energy (alpha / beta): -0.2931 / -0.2931 Ha. For the calculated total energy, the calculation gives -1067.93749 a.u. Its SMILES is C=C(SC)[S@@](=C)(C)=O. The charge is 0.

Geometry (Å):
C -0.546 1.858 -1.302
C -0.585 0.883 -0.312
S -2.019 0.255 0.417
C -2.192 -1.540 -0.214
S 0.987 0.015 -0.091
C 2.577 0.742 -0.132
C 0.778 -0.636 1.589
O 0.858 -1.175 -0.920
H 0.466 2.208 -1.562
H -1.278 2.565 -1.648
H -2.884 -1.637 -1.148
H -2.579 -2.030 0.657
H -1.161 -1.661 -0.283
H 2.894 0.844 -1.133
H 2.547 1.632 0.490
H 1.520 -0.190 2.200
H -0.280 -0.376 1.831
H 0.897 -1.759 1.559

Cartesian forces (eV/Å) of the 3 atoms listed first:
1.66 -0.84 2.76
0.00 1.93 -3.48
-1.88 -0.24 -0.02

[6]
Entry from the OMol25 dataset: the molecule C5H10OSi in a non-equilibrium geometry (wB97M-V/def2-TZVPD).

As for the HOMO energy: -0.3591 Ha. For the calculated total energy, the calculation gives -561.18073 a.u. Its SMILES is [SiH3]O[C@@H]1C=CCC1. The charge is 0.

Geometry (Å):
Si -2.365 0.011 0.579
O -1.380 -0.742 -0.473
C 0.160 -0.374 -0.974
C 1.071 -1.400 -0.395
C 1.682 -0.981 0.719
C 1.404 0.503 1.000
C 0.676 0.973 -0.371
H -3.527 0.439 -0.091
H -1.723 1.167 1.378
H -2.792 -0.847 1.603
H 0.023 -0.276 -2.083
H 0.964 -2.509 -0.646
H 2.335 -1.646 1.413
H 0.778 0.433 1.832
H 2.315 0.972 1.184
H -0.238 1.435 0.029
H 1.154 1.573 -1.074

Cartesian forces (eV/Å) of the 3 atoms listed first:
1.67 1.02 0.41
3.18 0.55 -1.14
-1.60 0.82 0.08